1.
Entry from the Open Molecules 2025 dataset: 5 unconnected molecules or ions with the total composition C25H32F4I2N2O14PS at a distorted geometry (wB97M-V/def2-TZVPD).

Calculated values
Calculated total energy in eV: -105275.4696
E_HOMO in eV: -11.8
Spin multiplicity: 1
Net charge: +1

The geometry in XYZ format:
```
81
Properties=species:S:1:pos:R:3:forces:R:3:mulliken_charge:R:1
I -6.630 -1.626 -3.557 -1.161 -0.164 0.536 0.176
I -3.890 0.000 -2.465 -0.013 0.788 0.308 0.149
S -3.693 -4.537 3.659 -0.592 -0.089 -0.354 -0.242
P -5.282 -5.215 2.742 2.568 1.162 1.330 0.137
F 6.592 2.993 0.755 -0.038 0.063 0.008 -0.288
F -11.405 -1.854 -3.197 -0.089 0.054 0.076 -0.270
F 11.675 4.304 4.184 0.138 -0.064 -0.044 -0.329
F 13.762 5.091 0.258 -0.063 -0.139 -0.022 -0.285
O -11.839 -3.567 -4.592 0.132 -0.446 0.547 -0.295
O -11.534 -5.538 -5.650 0.124 0.181 0.186 -0.471
O -0.266 -1.789 0.266 -1.477 -0.026 -0.520 -0.413
O 10.155 2.743 3.602 -0.277 0.155 -0.513 -0.354
O 2.195 3.265 0.330 0.166 -0.134 -0.078 -0.510
O 11.605 5.560 0.706 -0.214 0.307 -0.536 -0.192
O 11.443 7.557 -0.313 -0.099 -0.534 0.257 -0.329
O -10.427 -5.103 -3.735 -0.287 0.309 -0.072 -0.326
O 9.727 6.799 0.932 0.442 0.191 -0.426 -0.546
O -1.568 -3.224 1.368 -0.492 -0.536 -0.292 -0.447
O 3.616 1.608 -0.237 0.014 0.386 0.274 -0.293
O 8.157 1.870 3.028 0.111 0.254 0.086 -0.515
O 4.385 3.426 0.848 -0.387 -0.668 -0.040 -0.295
O 8.537 4.087 2.798 0.388 -0.655 0.184 -0.289
N -6.991 -2.156 0.593 0.483 0.851 -1.212 -0.957
N -6.605 -3.096 1.406 0.379 -1.849 1.799 0.425
C 10.772 3.963 3.230 0.192 0.008 0.574 0.597
C 12.774 7.086 -0.522 0.306 0.522 -0.441 -0.452
C -5.608 -4.000 1.337 0.363 -0.095 -2.485 -0.163
C -1.283 -2.758 0.306 0.806 0.686 0.008 0.551
C -11.583 -3.197 -3.253 -0.015 0.529 -0.299 0.278
C 5.383 2.423 0.948 0.651 0.387 0.023 0.346
C 3.293 2.812 0.313 -0.513 0.352 -0.089 0.625
C 5.038 1.491 -0.176 0.130 -0.654 -0.296 -0.441
C -6.725 -0.878 -1.498 0.952 -0.372 0.392 -1.092
C -4.770 -3.956 0.119 -1.347 1.324 0.354 0.285
C 8.878 2.812 3.133 -0.622 -0.268 -0.003 0.610
C -5.763 0.389 -1.426 -0.856 -0.119 0.795 -0.336
C 9.622 4.926 3.200 -0.065 0.948 -0.230 -0.279
C 12.631 5.613 -0.271 0.532 -0.235 0.321 0.282
C -2.553 -4.509 -1.177 -0.327 0.270 0.138 -1.239
C 0.024 0.695 0.382 -0.012 0.255 0.010 -1.181
C -10.308 -3.927 -2.941 0.450 -0.254 0.483 0.027
C -3.588 -4.920 -0.077 -0.373 -0.315 -0.049 -0.961
C -5.175 -2.925 -0.801 0.143 -0.475 1.085 0.407
C -5.427 0.858 0.047 0.198 0.572 -0.512 -0.828
C -11.290 -4.809 -4.751 -0.080 -0.521 -0.755 0.601
C -1.956 -3.072 -1.049 1.162 -0.297 -0.284 0.578
C 10.821 6.655 0.486 -0.618 0.610 0.011 0.615
C -0.907 -0.528 0.605 -0.223 1.330 -0.057 0.338
C -6.287 -2.017 -0.526 0.814 -0.871 -0.479 0.307
H 5.346 1.965 1.939 0.171 0.107 0.009 0.303
H -1.149 -2.992 -1.825 -0.681 0.077 0.639 0.595
H -1.729 -5.260 -1.163 -0.604 0.595 0.099 0.410
H -1.805 -0.373 -0.059 0.666 -0.273 0.508 -0.144
H -6.293 1.225 -1.940 0.643 -0.827 0.037 0.568
H -4.609 -2.782 -1.742 -0.591 -0.228 0.718 0.469
H -5.723 1.929 0.143 0.171 -0.793 -0.016 0.322
H 0.051 1.026 -0.684 0.025 -0.442 0.783 0.317
H 9.770 5.747 2.486 -0.361 -0.660 0.416 0.123
H -3.028 -4.602 -2.189 0.333 0.100 0.812 0.344
H -9.421 -3.368 -3.250 -0.172 0.178 -0.065 -0.077
H 5.340 0.464 0.024 -0.235 0.004 0.019 0.268
H 13.447 7.569 0.190 0.007 -0.225 0.075 0.296
H -4.319 0.836 0.177 -1.024 -0.178 0.330 0.159
H -10.216 -4.177 -1.884 -0.053 -0.202 -0.094 0.244
H -4.957 -6.502 2.227 -1.127 0.385 -0.348 0.164
H -3.995 -5.925 -0.379 0.120 0.844 0.242 0.505
H -7.784 -0.622 -1.247 0.934 -0.052 -0.317 0.613
H -5.966 0.295 0.840 0.468 0.226 -0.591 0.278
H -6.340 -5.210 3.689 -0.505 -0.291 -1.055 0.152
H -12.431 -3.482 -2.625 -0.012 0.179 0.000 0.272
H -0.364 1.568 0.968 0.219 -0.781 -0.468 0.361
H -1.289 -0.546 1.655 0.503 -0.242 -0.659 0.255
H 12.333 5.032 -1.146 0.083 -0.093 0.084 0.279
H 9.408 5.351 4.183 0.172 -0.222 0.093 0.301
H -3.118 -5.079 0.928 -0.166 0.377 -0.862 0.483
H -2.663 -2.241 -1.279 0.453 -0.683 0.307 -0.813
H 13.115 7.306 -1.532 -0.234 0.080 0.011 0.274
H 11.280 3.837 2.274 0.122 -0.018 0.134 0.197
H -7.165 -3.161 2.264 -0.039 0.331 -0.497 0.259
H 5.469 1.805 -1.129 0.070 0.175 0.140 0.295
H 1.073 0.542 0.717 -0.758 -0.160 -0.183 0.217
```
Forces are in eV/Å.

2.
Entry from the Open Molecules 2025 dataset: a molecular structure, C25H32F5Ge2N4STi (wB97M-V/def2-TZVPD).

Calculated values
Calculated total energy in eV: -192943.7251
E_HOMO (spin up / spin down) in eV: -16.2 / -16.2
Spin multiplicity: 1
Net charge: +3
ΔE to the lowest compared entry with this formula, charge and spin in kcal/mol: 0.0

The geometry in XYZ format:
```
70
Properties=species:S:1:pos:R:3:forces:R:3:mulliken_charge:R:1
Ge 1.408 -0.464 -1.007 -0.147 -0.152 -0.456 -0.090
Ge -0.390 1.593 -0.935 -0.048 -0.179 -0.278 0.034
Ti -0.891 -1.023 0.295 0.748 0.570 -0.018 -0.381
S -2.960 -1.196 -0.859 0.013 -0.207 0.190 -0.344
F -2.403 -3.041 4.933 0.008 0.014 0.026 -0.234
F 0.513 0.647 5.196 -0.006 -0.007 0.016 -0.243
F -2.323 -2.908 2.229 0.049 0.041 0.035 -0.360
F -0.976 -1.260 6.402 -0.006 -0.001 -0.006 -0.212
F 0.565 0.774 2.461 0.027 -0.044 0.063 -0.377
N -2.089 -3.750 -0.451 -0.111 0.110 0.018 0.230
N -0.807 -3.240 -0.193 -0.105 -0.062 -0.082 -0.631
N -4.151 -3.704 -0.864 -0.042 0.163 -0.014 0.265
N -3.844 -5.014 -0.674 -0.063 -0.125 -0.002 -0.699
C 3.346 5.415 0.064 -0.003 0.037 0.000 -0.860
C -0.160 -0.164 3.101 0.066 0.115 -0.092 0.428
C 3.046 4.074 -0.085 -0.050 0.002 -0.004 -0.687
C -1.796 1.437 0.460 0.153 0.351 -0.218 -0.201
C 1.751 3.682 -0.445 -0.037 0.141 0.021 0.746
C 1.683 -1.797 0.474 0.110 0.147 -0.138 -0.126
C -1.771 -6.257 -0.112 0.021 -0.026 0.001 -1.299
C -2.578 -5.057 -0.413 0.064 0.059 -0.014 0.917
C -0.882 -1.050 2.303 -0.230 -0.198 0.193 1.435
C -1.704 2.789 1.228 -0.006 -0.125 0.169 -1.785
C -1.688 -2.108 4.346 0.055 0.002 -0.045 0.063
C -1.059 1.673 -2.769 -0.059 0.098 0.006 -0.158
C -1.409 3.109 -3.192 -0.016 0.039 0.070 -1.381
C 0.772 4.662 -0.636 0.052 -0.007 0.008 0.200
C 1.076 6.003 -0.497 -0.016 0.025 0.001 -1.278
C 2.366 6.380 -0.146 0.004 -0.035 -0.002 -0.519
C 3.053 -1.383 1.069 -0.061 0.020 0.126 -1.712
C -0.950 -1.194 5.103 -0.011 0.007 -0.064 0.665
C 2.268 1.241 -0.819 -0.107 0.022 0.171 -0.239
C -3.110 -2.909 -0.724 0.064 -0.175 -0.078 0.234
C -0.177 -0.207 4.476 0.023 0.017 -0.041 0.108
C 1.461 -1.384 -2.745 0.131 0.065 0.081 -0.312
C 1.423 2.280 -0.636 -0.072 -0.447 0.032 0.451
C -1.629 -2.011 2.971 -0.224 -0.151 0.103 -0.713
C 2.914 -1.387 -3.250 0.005 -0.009 -0.004 -1.381
H -5.108 -3.447 -1.077 0.016 0.011 -0.006 0.202
H 0.992 -1.872 1.325 0.028 -0.085 -0.006 0.405
H -0.404 -3.741 0.603 -0.102 0.004 0.024 0.429
H 3.346 1.363 -0.878 0.004 -0.004 0.022 0.697
H 1.760 -2.778 0.000 -0.025 -0.003 -0.011 0.652
H -0.269 1.286 -3.413 0.033 -0.056 0.013 0.321
H 0.314 6.753 -0.660 0.005 0.016 0.002 0.450
H -0.530 3.752 -3.192 -0.010 0.002 0.000 0.401
H -0.239 4.381 -0.923 0.002 -0.022 0.016 0.391
H 3.816 3.336 0.096 -0.005 -0.019 -0.003 0.365
H -2.428 -7.124 -0.127 -0.002 0.002 -0.007 0.363
H 4.345 5.714 0.348 0.005 0.002 -0.001 0.434
H 2.974 -1.915 -4.201 -0.009 0.009 -0.005 0.414
H -0.737 2.909 1.715 -0.013 0.052 -0.039 0.433
H -1.321 -6.189 0.881 0.006 -0.004 -0.002 0.355
H 3.592 -1.889 -2.558 0.007 0.005 -0.001 0.347
H -1.808 3.098 -4.206 0.008 -0.024 -0.005 0.427
H 2.609 7.427 -0.029 -0.007 0.008 -0.001 0.441
H 0.813 -0.860 -3.446 -0.039 0.021 -0.014 0.402
H -0.987 -6.405 -0.857 0.006 -0.001 0.007 0.354
H -1.738 0.668 1.252 -0.152 0.029 0.060 0.389
H -2.768 1.348 -0.023 0.002 -0.044 -0.020 0.740
H -1.926 1.016 -2.869 0.034 -0.030 0.066 0.346
H 1.087 -2.409 -2.665 -0.036 0.030 0.087 0.283
H 3.823 -1.309 0.301 -0.006 0.010 -0.002 0.428
H 3.379 -2.135 1.788 -0.013 -0.008 0.004 0.463
H 2.979 -0.425 1.582 0.040 0.009 -0.020 0.380
H -0.214 -3.434 -1.006 0.019 -0.008 0.056 0.373
H -1.872 3.630 0.557 0.016 -0.003 -0.005 0.505
H -2.171 3.554 -2.551 0.000 0.017 -0.006 0.371
H -2.484 2.820 1.988 -0.003 -0.009 0.010 0.478
H 3.276 -0.372 -3.414 0.017 -0.003 0.013 0.406
```
Forces are in eV/Å.

3.
Entry from the Open Molecules 2025 dataset: a single C25H32N2O5 molecule (wB97M-V/def2-TZVPD).

Calculated values
Calculated total energy in eV: -39661.1412
E_HOMO in eV: -8.3
Spin multiplicity: 1
ΔE to the lowest compared entry with this formula, charge and spin in kcal/mol: 54.6
SMILES: COc1ccc(CN2[C@@H]3CC[C@H]2C[C@H](NC(=O)c2cc(OC)c(OC)c(OC)c2)C3)cc1

The geometry in XYZ format:
```
64
Properties=species:S:1:pos:R:3:forces:R:3:mulliken_charge:R:1
O 0.654 -3.441 1.290 0.357 0.109 -0.360 -0.437
O 3.982 0.150 0.697 -0.076 0.296 -0.139 -0.470
O 2.757 -3.680 -0.333 -0.397 0.574 -0.079 -0.448
O -2.121 -0.574 -3.084 0.051 0.050 -0.388 -0.688
O 2.686 -2.239 -2.901 -0.298 0.011 0.029 -0.459
N -2.187 0.256 -0.977 0.022 -0.115 0.138 0.096
N -1.909 2.386 0.655 0.029 -0.127 0.347 0.160
C 1.692 -2.243 -1.980 -0.199 0.077 0.148 0.629
C 0.527 0.682 1.834 -0.027 0.257 -0.002 -0.503
C -2.479 2.577 -1.700 0.007 -0.204 -0.037 -1.619
C 0.564 -2.772 0.100 0.054 0.016 -0.068 0.327
C 2.760 0.683 0.957 -0.095 0.179 0.014 0.811
C 1.382 2.653 0.807 0.005 -0.071 0.065 -0.084
C -0.975 2.691 1.729 0.119 -0.044 -0.054 -1.606
C 2.514 -5.072 -0.267 -0.055 -0.332 -0.017 -0.930
C 0.340 2.003 1.458 -0.063 0.090 0.193 0.362
C 2.571 2.005 0.552 0.175 -0.182 -0.043 -1.038
C -0.508 -1.353 -1.508 0.366 -0.230 -0.170 0.472
C 0.577 -1.483 -2.347 -0.040 -0.009 0.070 -1.150
C 1.677 -2.912 -0.753 0.229 -0.318 0.138 0.995
C -0.516 -1.991 -0.272 -0.010 -0.147 0.166 -0.215
C -1.850 3.291 -0.487 0.110 0.302 -0.359 0.238
C -1.671 -0.524 -1.956 -0.077 -0.039 0.333 -0.456
C 4.294 -1.118 1.231 0.013 -0.206 0.078 -0.619
C -3.745 3.906 0.874 -0.007 -0.048 0.114 -0.890
C -3.325 2.419 0.986 -0.489 0.013 0.198 -0.030
C -2.690 4.515 -0.058 0.207 0.007 0.042 -1.056
C -3.172 1.279 -1.270 -0.206 -0.011 -0.200 -0.047
C 1.721 0.022 1.602 0.292 -0.179 -0.054 -0.249
C -4.049 1.518 -0.038 0.050 -0.040 -0.055 -1.658
C 3.935 -2.845 -2.649 0.414 -0.088 0.001 -0.647
C -0.423 -3.357 2.189 -0.196 -0.010 0.150 -0.871
H 3.859 -3.935 -2.614 0.003 0.069 0.021 0.251
H -2.065 5.233 0.475 -0.028 0.041 -0.003 0.321
H 1.756 -5.312 0.481 0.067 0.010 -0.060 0.245
H 2.196 -5.462 -1.241 0.046 0.036 0.031 0.320
H -0.593 -2.327 2.519 -0.021 -0.009 -0.018 0.216
H -1.715 2.326 -2.437 -0.052 0.021 -0.068 0.376
H -0.814 3.558 -0.703 -0.031 -0.034 0.023 0.566
H 4.379 -2.481 -1.721 -0.010 -0.032 -0.085 0.176
H 4.189 -1.125 2.320 -0.003 0.004 -0.020 0.408
H -3.721 4.377 1.857 -0.042 0.044 -0.006 0.305
H -4.754 4.009 0.478 -0.078 0.017 0.060 0.429
H -1.394 2.304 2.662 0.004 0.080 -0.044 0.497
H -1.634 0.454 -0.153 0.072 -0.048 -0.139 0.018
H 1.836 -1.000 1.926 0.033 -0.155 0.025 0.390
H 1.270 3.687 0.511 -0.016 0.121 -0.025 0.432
H -0.274 0.161 2.341 -0.100 -0.077 0.068 0.275
H 0.584 -0.996 -3.308 -0.006 0.057 -0.132 0.534
H -0.813 3.772 1.855 -0.033 -0.008 0.055 0.396
H 3.463 -5.524 0.016 -0.043 -0.066 -0.023 0.284
H -4.989 1.976 -0.345 -0.078 0.003 0.007 0.439
H -3.771 0.893 -2.101 0.068 0.100 0.159 0.760
H -3.207 3.227 -2.186 -0.015 0.066 -0.077 0.463
H -4.282 0.551 0.411 -0.055 -0.015 -0.030 0.336
H -1.375 -1.888 0.370 -0.084 -0.012 0.113 0.650
H 3.675 -1.909 0.801 0.023 0.041 0.052 0.161
H -3.495 2.037 1.996 0.092 0.011 -0.066 0.673
H 5.336 -1.295 0.970 -0.062 -0.036 0.037 0.253
H 4.562 -2.558 -3.493 -0.029 -0.034 0.068 0.300
H -0.136 -3.965 3.046 -0.069 0.062 -0.035 0.278
H -1.344 -3.756 1.754 0.026 0.043 0.011 0.386
H 3.383 2.508 0.050 0.109 0.061 -0.054 0.458
H -3.126 5.027 -0.913 0.043 0.056 -0.044 0.487
```
Forces are in eV/Å.

4.
Entry from the Open Molecules 2025 dataset: a single C25H32N4O2 molecule (wB97M-V/def2-TZVPD).

Calculated values
Calculated total energy in eV: -36501.2014
E_HOMO in eV: -7.9
Spin multiplicity: 1
ΔE to the lowest compared entry with this formula, charge and spin in kcal/mol: 18.7
SMILES: Cc1cccc(OCC(=O)Nc2ccc3c(c2)nc(CCN2CCC(C)CC2)n3C)c1

The geometry in XYZ format:
```
63
Properties=species:S:1:pos:R:3:forces:R:3:mulliken_charge:R:1
O -2.117 2.383 4.403 -0.087 -0.268 -0.006 -0.542
O 0.356 4.455 2.868 0.011 0.198 -0.082 -0.654
N 3.616 -0.200 -0.413 -0.108 -0.159 0.135 0.197
N 2.124 -1.490 0.632 -0.235 -0.567 0.070 -0.682
N 1.342 -2.358 -2.377 0.052 -0.044 -0.180 0.565
N 0.297 2.197 3.244 -0.084 -0.363 0.365 -0.107
C 2.158 2.488 1.683 0.026 0.197 0.043 -0.524
C -2.889 -1.877 -1.977 0.224 -0.008 -0.240 -1.685
C -3.903 0.517 1.161 0.009 0.062 -0.110 -0.642
C -3.439 0.668 3.511 0.121 0.128 0.127 -0.842
C 2.008 -0.215 1.117 0.498 0.617 -0.279 0.306
C -3.184 1.679 0.931 -0.095 -0.132 0.038 0.506
C 0.528 -3.350 -3.041 -0.150 -0.204 0.128 -0.935
C 3.061 -1.448 -0.271 0.048 -0.103 0.145 0.335
C 3.030 1.973 0.746 0.091 -0.111 -0.117 -1.340
C -3.015 2.234 -0.450 0.018 0.022 0.004 -1.597
C -2.710 1.836 3.289 -0.194 -0.147 -0.090 0.260
C 0.829 -1.026 -2.598 -0.141 0.200 0.238 -0.866
C -1.388 3.579 4.261 0.092 0.379 -0.045 -0.522
C 3.426 -2.611 -1.116 0.034 0.040 -0.381 -1.145
C -4.032 0.020 2.448 0.036 0.011 0.088 -0.666
C -0.565 -0.909 -1.990 0.070 0.011 -0.384 -0.486
C -1.505 -1.938 -2.614 -0.069 -0.047 0.344 0.392
C 2.945 0.620 0.464 -0.517 -0.071 0.419 0.468
C 1.218 1.671 2.323 0.169 -0.043 -0.226 0.852
C -0.879 -3.322 -2.449 0.081 0.111 -0.390 -0.861
C 2.773 -2.501 -2.514 0.119 -0.084 0.247 -0.998
C -0.141 3.469 3.369 -0.315 -0.172 0.316 0.481
C 1.137 0.312 2.058 0.124 0.123 -0.086 -0.439
C 4.662 0.224 -1.298 0.122 0.140 -0.260 -1.224
C -2.594 2.340 2.003 0.057 0.125 0.241 0.444
H -0.485 -1.092 -0.917 -0.005 0.026 0.108 0.187
H -3.520 0.292 4.519 -0.015 -0.047 0.123 0.471
H -0.811 -3.557 -1.386 -0.020 -0.068 0.089 0.300
H 0.785 -0.784 -3.679 0.050 0.012 0.066 0.506
H -3.548 -2.623 -2.416 -0.128 -0.073 -0.007 0.475
H 0.473 -3.171 -4.133 0.025 -0.058 0.043 0.369
H -2.820 -2.061 -0.908 -0.020 -0.022 0.166 0.346
H 2.178 3.539 1.920 0.008 0.037 0.015 0.528
H -3.531 1.618 -1.183 -0.018 -0.017 -0.087 0.361
H -1.496 -4.081 -2.936 -0.057 -0.047 0.014 0.398
H -0.949 0.101 -2.143 -0.049 0.070 0.023 0.284
H -3.333 -0.895 -2.130 -0.114 0.122 0.027 0.341
H -0.250 1.495 3.728 0.017 0.253 -0.070 0.192
H 3.208 -1.652 -3.059 -0.014 -0.062 -0.053 0.354
H 3.014 -3.409 -3.075 -0.007 0.087 -0.033 0.508
H -1.600 -1.723 -3.686 0.038 -0.008 -0.006 0.242
H -4.363 -0.004 0.335 -0.039 -0.042 -0.114 0.374
H -3.410 3.247 -0.506 -0.016 0.064 -0.068 0.433
H -1.069 3.844 5.274 -0.026 0.015 -0.165 0.350
H 0.973 -4.334 -2.878 0.014 0.013 -0.069 0.500
H -4.596 -0.884 2.623 -0.047 -0.079 0.028 0.389
H 5.333 0.904 -0.770 0.015 -0.067 -0.038 0.410
H 1.492 -0.304 -2.117 0.048 0.036 -0.038 0.190
H 0.409 -0.317 2.547 -0.135 -0.097 0.061 0.404
H 5.232 -0.637 -1.642 -0.007 0.048 0.020 0.383
H 3.743 2.614 0.250 0.059 0.100 -0.038 0.407
H -2.013 4.394 3.875 0.138 -0.117 -0.030 0.376
H -1.958 2.274 -0.709 0.053 0.019 -0.088 0.277
H -2.034 3.242 1.806 0.061 0.120 -0.023 0.506
H 4.509 -2.705 -1.220 0.052 -0.059 0.037 0.414
H 3.034 -3.499 -0.622 0.064 0.024 0.018 0.358
H 4.252 0.747 -2.168 0.068 -0.023 0.015 0.320
```
Forces are in eV/Å.